i.
C24H68N6O7 | ωB97M-V with the def2-TZVPD basis set

Properties
SMILES string: COC[C@H](C)N.COC[C@H](C)N.COC[C@H](C)N.COC[C@H](C)N.COC[C@H](C)N.COC[C@H](C)N.O
net charge: 0

XYZ file:
```
105
Properties=species:S:1:pos:R:3:lowdin_charge:R:1
C -1.50606 1.21667 1.82592 -0.120
O -2.10959 1.48471 3.06711 -0.178
C -2.10762 0.33314 3.88569 -0.219
C -2.82614 0.51900 5.21700 -0.440
C -3.05692 -0.79160 5.95814 -0.061
N -4.07992 1.28392 5.12953 0.038
H -1.96722 1.96651 1.17062 0.092
H -1.83712 0.31654 1.28335 0.077
H -0.41724 1.22594 1.74352 0.075
H -2.50465 -0.49480 3.27897 0.126
H -1.08656 0.01510 4.15088 0.111
H -2.16381 1.15600 5.81611 0.137
H -3.60447 -0.64673 6.88927 0.077
H -2.14703 -1.35922 6.14858 0.065
H -3.75043 -1.41406 5.37951 0.079
H -4.77139 0.77072 4.58652 0.071
H -3.82508 2.08888 4.55712 0.066
C -1.54479 0.10118 -6.59122 -0.111
O -1.23164 -0.04137 -5.21837 -0.192
C -2.42042 -0.03208 -4.45277 -0.214
C -2.04319 -0.24128 -2.99785 -0.410
C -3.24333 -0.22767 -2.02916 -0.054
N -1.15912 0.83020 -2.49632 0.056
H -1.95582 1.10025 -6.77050 0.086
H -2.33086 -0.61087 -6.86001 0.089
H -0.67088 -0.05389 -7.21597 0.092
H -2.96989 0.91941 -4.51018 0.135
H -3.09904 -0.80717 -4.82680 0.122
H -1.54406 -1.20746 -2.88260 0.112
H -3.88534 0.65020 -2.14331 0.082
H -2.86621 -0.27675 -1.01188 0.067
H -3.88176 -1.06364 -2.33037 0.075
H -0.64333 1.14029 -3.32077 0.045
H -1.76198 1.60298 -2.22580 0.085
C 1.53738 2.08323 4.30049 -0.099
O 2.52875 2.74437 3.54678 -0.172
C 2.56098 2.31647 2.20332 -0.219
C 3.95622 2.56473 1.63714 -0.422
C 4.46194 3.98417 1.70984 -0.067
N 3.96673 2.12043 0.23294 0.038
H 1.76318 1.00944 4.21840 0.064
H 0.52841 2.22269 3.89526 0.081
H 1.53514 2.30230 5.36556 0.091
H 2.38518 1.23511 2.11785 0.104
H 1.76466 2.80700 1.62794 0.128
H 4.60462 1.87055 2.17716 0.142
H 5.48969 4.05230 1.34312 0.075
H 4.59903 4.37415 2.72482 0.075
H 3.84153 4.74338 1.22976 0.079
H 3.34124 2.68711 -0.32853 0.033
H 3.55396 1.19323 0.20948 0.045
C 2.34048 -1.70636 1.66254 -0.116
O 1.69602 -1.62286 2.90912 -0.199
C 1.80179 -2.81116 3.66986 -0.215
C 0.93604 -2.74158 4.91814 -0.422
C 1.20651 -1.46771 5.75493 -0.055
N 1.20198 -3.94439 5.72368 0.029
H 3.40655 -1.48562 1.77289 0.094
H 1.88402 -1.03914 0.92942 0.063
H 2.22287 -2.70624 1.22409 0.076
H 1.42678 -3.61285 3.01985 0.125
H 2.85342 -3.00742 3.92226 0.131
H -0.09712 -2.70465 4.56836 0.128
H 0.72820 -1.58419 6.72400 0.072
H 0.89127 -0.58375 5.19368 0.035
H 2.27786 -1.29058 5.88905 0.087
H 1.11633 -3.69216 6.70701 0.060
H 2.21011 -4.11899 5.72944 0.069
C 0.11387 -2.82353 -0.96050 -0.119
O -0.47870 -3.72580 -1.85676 -0.193
C -1.85022 -4.04140 -1.60549 -0.189
C -2.31160 -4.87615 -2.80966 -0.425
C -2.35611 -4.03337 -4.10440 -0.046
N -3.60243 -5.52866 -2.55421 0.025
H 0.05383 -3.16465 0.07935 0.084
H -0.25066 -1.78828 -1.01130 0.074
H 1.17524 -2.70578 -1.18910 0.089
H -1.97679 -4.60696 -0.68062 0.125
H -2.42701 -3.10875 -1.62358 0.111
H -1.59883 -5.68857 -2.95843 0.138
H -1.48391 -3.39437 -3.95468 0.066
H -3.27379 -3.45398 -4.20761 0.069
H -2.23038 -4.64965 -4.99063 0.075
H -4.31603 -4.83572 -2.34164 0.066
H -3.54670 -6.10487 -1.71944 0.065
C 0.23093 2.85935 -6.02437 -0.111
O 1.16514 3.82326 -5.56611 -0.165
C 2.20340 3.24779 -4.79145 -0.203
C 1.84876 2.81340 -3.35750 -0.433
C 1.40404 3.97777 -2.46972 -0.034
N 2.95526 2.10813 -2.72634 0.029
H -0.43574 3.18303 -6.82127 0.089
H -0.44037 2.71108 -5.15873 0.077
H 0.60994 1.85471 -6.22736 0.082
H 2.77370 2.45415 -5.28052 0.124
H 2.86069 4.11731 -4.67718 0.127
H 1.01760 2.10933 -3.43375 0.102
H 0.43022 4.35761 -2.78111 0.082
H 2.18455 4.73850 -2.49940 0.085
H 1.23521 3.61197 -1.45593 0.066
H 3.10834 1.17966 -3.10358 0.099
H 3.82514 2.62576 -2.80679 0.098
O 1.33977 0.88014 -0.65671 -0.101
H 0.51205 0.96963 -1.16077 -0.008
H 2.02272 1.26387 -1.24637 -0.020
```

=====

ii.
C24H68N6O7 | ωB97M-V with the def2-TZVPD basis set

Properties
net charge: 0

XYZ file:
```
105
Properties=species:S:1:pos:R:3:lowdin_charge:R:1
O 0.12752 -0.50419 -0.34612 -0.113
H 0.17790 0.30102 -0.91552 0.034
H -0.25021 -0.19179 0.48644 0.025
C 1.09588 1.46264 3.02708 -0.046
C 0.29755 0.20437 3.22756 -0.419
C 0.08236 -0.06433 4.70366 -0.178
O 1.26120 -0.57168 5.32797 -0.230
C 1.18318 -0.47549 6.72344 -0.113
N -0.91454 0.20367 2.40027 0.045
H 0.57615 2.35048 3.40196 0.079
H 1.30298 1.63633 1.97226 0.074
H 2.01871 1.41037 3.60846 0.084
H 0.88997 -0.63120 2.83585 0.124
H -0.65419 -0.84869 4.92218 0.136
H -0.23565 0.85992 5.19536 0.118
H 0.91591 0.53555 7.03852 0.091
H 2.02447 -0.88153 7.28662 0.091
H 0.41395 -1.15963 7.11720 0.095
H -1.26422 -0.75119 2.47477 0.105
H -1.65976 0.73603 2.85484 0.075
C 2.52538 -3.51743 3.10532 -0.043
C 3.70266 -2.69026 3.64790 -0.423
C 3.84384 -1.39097 2.85151 -0.166
O 3.85337 -1.77772 1.46501 -0.223
C 4.00522 -0.66945 0.61615 -0.119
N 3.54118 -2.40431 5.06592 0.040
H 2.34452 -4.36966 3.76901 0.078
H 2.76242 -3.95837 2.14395 0.070
H 1.61883 -2.93464 3.28436 0.073
H 4.58999 -3.32332 3.57182 0.138
H 4.78131 -0.85616 3.03023 0.127
H 2.98943 -0.73857 3.04937 0.097
H 3.94657 -0.90784 -0.44739 0.073
H 4.92835 -0.10613 0.77735 0.090
H 3.14472 0.01088 0.68494 0.081
H 4.30218 -1.83878 5.43566 0.073
H 2.77074 -1.73770 5.18285 0.031
C -0.99892 1.89659 -3.63950 -0.032
C 0.32774 2.28907 -3.05469 -0.390
C 0.64674 3.75344 -3.35329 -0.223
O 0.83571 4.02872 -4.71461 -0.188
C 1.21230 5.37222 -4.96755 -0.101
N 0.27392 1.96603 -1.62189 0.045
H -1.79240 2.56565 -3.29496 0.114
H -1.29375 0.86897 -3.42578 -0.036
H -0.99156 1.97263 -4.72955 0.121
H 1.15983 1.67811 -3.42125 0.148
H 1.61361 3.98553 -2.88351 0.124
H -0.21173 4.33301 -2.98412 0.134
H 2.10465 5.59495 -4.38068 0.086
H 0.39403 6.07128 -4.76995 0.087
H 1.37488 5.46810 -6.03916 0.087
H -0.47347 2.55440 -1.25020 0.056
H 1.13224 2.28706 -1.17644 0.097
C -4.27295 1.77668 0.55303 -0.062
C -3.11411 2.72618 0.82799 -0.410
C -3.10985 3.30799 2.23689 -0.208
O -3.20753 2.30993 3.25622 -0.206
C -2.81384 2.88183 4.50595 -0.100
N -1.79809 2.20293 0.41270 0.027
H -4.15729 0.82981 1.08371 0.077
H -4.46881 1.59085 -0.50066 0.061
H -5.17730 2.24136 0.96136 0.080
H -3.27036 3.55561 0.12778 0.131
H -3.94319 4.01385 2.34273 0.123
H -2.26035 3.98732 2.35923 0.119
H -3.66471 3.48397 4.83439 0.092
H -1.83568 3.35941 4.47860 0.084
H -2.79208 2.05120 5.21315 0.083
H -1.40776 1.51377 1.08260 0.028
H -1.93233 1.57504 -0.38051 0.027
C -4.07128 -1.39797 -1.61241 -0.053
C -2.71445 -0.92182 -2.11212 -0.391
C -2.80473 0.17946 -3.17244 -0.193
O -3.55760 -0.21822 -4.31182 -0.151
C -2.92415 -1.24888 -5.04953 -0.105
N -1.91787 -0.52910 -0.95374 0.034
H -4.66014 -1.85049 -2.41389 0.075
H -4.68211 -0.60393 -1.18298 0.063
H -3.98153 -2.19838 -0.87423 0.077
H -2.23828 -1.81307 -2.54227 0.127
H -1.78888 0.44968 -3.48909 -0.025
H -3.25029 1.11564 -2.83454 0.138
H -3.21432 -1.20058 -6.09949 0.089
H -2.99949 -2.26387 -4.66172 0.083
H -1.85778 -0.99882 -5.14036 0.083
H -0.92896 -0.57131 -1.17760 -0.035
H -2.06780 -1.19277 -0.20549 0.086
C 3.06007 -4.39131 -1.90665 -0.057
C 2.39919 -3.02542 -1.82646 -0.458
C 1.28460 -2.88193 -2.89216 -0.194
O 1.67426 -3.40242 -4.16002 -0.189
C 0.70937 -3.13402 -5.15825 -0.119
N 1.83922 -2.83967 -0.51383 0.053
H 2.30352 -5.15008 -1.70698 0.084
H 3.84848 -4.36177 -1.15228 0.077
H 3.50683 -4.56296 -2.88518 0.073
H 3.18545 -2.28115 -2.02946 0.121
H 0.86304 -1.87307 -2.95557 0.112
H 0.44822 -3.49453 -2.52985 0.125
H 0.74786 -2.08215 -5.46375 0.082
H -0.29670 -3.46132 -4.89524 0.083
H 1.03009 -3.60764 -6.08786 0.085
H 2.56486 -2.75408 0.19997 0.039
H 1.36383 -1.93577 -0.46746 0.033
```

=====

Least stable = ii

=====

i.
CH2BrNO4 | ωB97M-V with the def2-TZVPD basis set

Properties
net charge: 0

XYZ file:
```
9
Properties=species:S:1:pos:R:3:lowdin_charge:R:1
C -1.24840 1.03423 0.13846 -0.968
N 0.33975 -1.17028 -0.39660 0.012
O -0.07484 0.71202 -0.21808 -0.132
O 0.18247 -1.45468 0.84556 0.063
O -2.23812 0.52579 0.38094 0.128
O 1.68151 -0.99651 -0.72577 0.062
Br -0.94581 3.08083 0.11867 0.552
H 0.64493 -0.91689 1.52163 0.164
H 1.65850 -0.81451 -1.66482 0.119
```

=====

ii.
CH2BrNO4 | ωB97M-V with the def2-TZVPD basis set

Properties
SMILES string: O=C(O)Br.O=NO
net charge: 0

XYZ file:
```
9
Properties=species:S:1:pos:R:3:lowdin_charge:R:1
O -1.31378 0.36656 -0.97983 0.047
C -1.03579 1.47377 -0.65933 -1.025
O -0.69458 1.80794 0.51752 0.019
Br -1.16089 3.07434 -1.75855 0.731
H -0.65736 0.96709 1.11581 0.162
O 0.26684 -0.85412 0.97198 0.016
N 0.65263 -1.69878 0.25295 -0.100
O 1.92153 -2.12570 0.54430 -0.016
H 2.02139 -3.01109 -0.00486 0.166
```

=====

iii.
CH2BrNO4 | ωB97M-V with the def2-TZVPD basis set

Properties
SMILES string: O=[N+]([O-])C(O)(O)Br
net charge: 0

XYZ file:
```
9
Properties=species:S:1:pos:R:3:lowdin_charge:R:1
O -0.02438 1.47995 1.22013 0.064
N -0.20269 1.20002 0.05353 -0.376
O -0.48106 1.95452 -0.82157 0.146
C 0.14961 -0.30757 -0.18305 -0.822
O 0.86538 -0.70059 0.81064 0.057
O 0.54134 -0.61215 -1.42413 0.084
Br -1.83238 -1.10637 0.14456 0.557
H 0.36813 -0.32027 1.60690 0.146
H 0.61604 -1.58754 -1.40700 0.142
```

=====

Least stable = i